# 1
Molecular formula: C29H31F3N2O2
Method: DFT, the ωB97M-V functional and the def2-TZVPD basis

Structure (ORCA input):
```
! RIJCOSX wB97M-V def2-TZVPD def2/J DEFGRID3
* xyz 0 1
C -4.69293 -0.55156 2.81328
N -3.33219 -0.22156 2.40852
C -3.09094 1.17259 2.03832
C -2.36805 -1.13218 2.48493
C -0.98287 -0.80451 2.71029
C -0.56926 0.40312 3.34293
C 0.75925 0.78803 3.33062
C 1.72176 -0.10375 2.86585
C 3.15724 0.33418 2.85066
F 4.02046 -0.71165 3.01630
F 3.47790 0.93232 1.65683
F 3.42614 1.24856 3.83269
C 1.36925 -1.36312 2.38060
C 0.02900 -1.70956 2.29714
H -5.33078 0.32261 2.65417
H -5.08069 -1.38538 2.21916
H -4.73074 -0.84474 3.87096
H -3.98059 1.53848 1.51655
H -2.95460 1.79631 2.93191
H -2.21825 1.26577 1.38224
H -2.64502 -2.17959 2.34613
H -1.29285 1.05437 3.83641
H 1.05225 1.76922 3.69887
H 2.13685 -2.06478 2.06538
H -0.28058 -2.67478 1.88676
C -4.30530 -2.25014 -3.02237
C -5.11461 -2.31416 -1.74532
C -4.91875 -1.03063 -0.96934
C -6.58136 -2.54020 -2.07835
O -4.71980 -3.50240 -0.94471
C -3.67926 -3.37280 -0.05460
C -4.14246 -3.58845 1.33091
N -3.42926 -4.36303 2.09004
C -3.47879 -4.57268 3.39660
C -2.46810 -5.47110 3.96130
C -2.67304 -6.09339 5.21144
C -1.73096 -6.98728 5.71585
C -0.58524 -7.28827 4.96620
C -0.38190 -6.68398 3.71482
C -1.31824 -5.77973 3.21056
C -4.46342 -3.87292 4.24902
C -4.04830 -3.29412 5.46952
C -4.92110 -2.48739 6.19599
C -6.20221 -2.22453 5.69850
C -6.65952 -2.88658 4.55487
C -5.80124 -3.71807 3.83708
O -2.52622 -3.14265 -0.36543
H -4.57067 -3.06697 -3.70130
H -4.51439 -1.31014 -3.54819
H -3.23372 -2.28034 -2.80634
H -5.49627 -1.04258 -0.03638
H -3.85001 -0.87700 -0.76107
H -5.27772 -0.19217 -1.57822
H -7.17018 -2.65579 -1.16012
H -6.98902 -1.68953 -2.63828
H -6.69629 -3.44133 -2.69435
H -5.16984 -3.26059 1.55719
H -3.59375 -5.88366 5.75780
H -1.89761 -7.45272 6.68881
H 0.14468 -8.00245 5.35326
H 0.50173 -6.92345 3.12299
H -1.18258 -5.30873 2.23472
H -3.03272 -3.47017 5.83250
H -4.60237 -2.06819 7.15235
H -6.85913 -1.53094 6.22527
H -7.68707 -2.76209 4.21170
H -6.17350 -4.26952 2.97090
*
```

Results
Orbital gap in eV: 3.8
Molecular weight in g mol⁻¹: 496.57
Largest force on an atom in eV Å⁻¹: 2.11
E in eV: -45801.355

---

# 2
Molecular formula: C19H25BeN2S6Se2
Method: DFT, the ωB97M-V functional and the def2-TZVPD basis

Structure (ORCA input):
```
! RIJCOSX wB97M-V def2-TZVPD def2/J DEFGRID3
* xyz 1 1
Be 0.18029 0.86351 0.18824
C -4.57366 0.65882 0.88835
Se -3.18147 2.00502 0.71246
C -3.09543 1.97642 -1.25241
C -2.09344 2.96861 -1.78605
Se -0.18606 2.52602 -1.44078
C 0.34396 4.13123 -0.47737
H -4.15392 -0.29979 0.58806
H -5.42072 0.94441 0.26759
H -4.86957 0.64049 1.93604
H -4.09127 2.24954 -1.61129
H -2.87208 0.95132 -1.55308
H -2.24444 3.95446 -1.33744
H -2.16551 3.04435 -2.87694
H 0.10928 4.99466 -1.09857
H 1.42007 4.06871 -0.32522
H -0.16825 4.18727 0.48161
C 5.88136 0.17805 -1.73769
C 4.49110 0.28113 -1.22633
C 3.44133 -0.45131 -1.77897
C 2.15844 -0.29691 -1.29655
N 1.85491 0.52118 -0.28247
C 2.85820 1.22800 0.26021
C 4.16091 1.13898 -0.17290
H 5.94643 -0.50748 -2.57900
H 6.55268 -0.16458 -0.95053
H 6.22919 1.16186 -2.05204
H 3.61765 -1.13747 -2.59175
H 1.33950 -0.84262 -1.73930
H 2.58463 1.88109 1.07758
H 4.92062 1.73537 0.30850
C -2.66570 -1.93653 -3.33791
S -0.90092 -1.57951 -3.09127
C -0.55954 -2.59859 -1.69488
C -0.61029 -2.13591 -0.43343
S -1.27575 -0.60608 0.05779
S -0.11011 -3.25986 0.81783
C 0.28173 -4.61242 -0.24661
S 0.83752 -6.03395 0.30786
S 0.01520 -4.24338 -1.93017
H -2.98566 -1.25830 -4.12269
H -3.20560 -1.74401 -2.41582
H -2.79868 -2.96642 -3.65416
S 0.29497 1.63216 2.20256
C -0.13798 0.18275 3.00051
N 0.76948 -0.81514 3.07730
C 0.51013 -2.00030 3.65816
C -0.70813 -2.23225 4.23302
C -1.66615 -1.20841 4.21887
C -1.38367 -0.00861 3.61057
H 1.67967 -0.65984 2.65228
H 1.29615 -2.73664 3.63031
H -0.91883 -3.18596 4.68752
H -2.63072 -1.37985 4.67003
H -2.10187 0.79672 3.56037
*
```

Results
Orbital gap in eV: 7.1
Energy relative to the best compared isomer or geometry (same formula, charge and spin) in eV: 0.194
Molecular weight in g mol⁻¹: 640.76
Largest force on an atom in eV Å⁻¹: 0.86
E in eV: -219191.916

---

# 3
Molecular formula: C47H55N4NaO2P2
Method: DFT, the ωB97M-V functional and the def2-TZVPD basis

Structure (ORCA input):
```
! RIJCOSX wB97M-V def2-TZVPD def2/J DEFGRID3
* xyz 0 1
Na 0.31154 0.50502 -0.26766
C 0.37021 -1.46864 -4.77801
C 0.33826 -2.99993 -4.67339
C -1.11861 -3.46038 -4.63099
C 1.16829 -3.44178 -3.48827
C 0.62096 -3.97775 -2.33038
C 1.40685 -4.24622 -1.22344
C 2.77244 -4.00468 -1.23789
C 3.60166 -4.24774 -0.01247
C 3.33625 -3.53845 -2.41887
C 2.54895 -3.26422 -3.52164
H -0.15166 -1.15097 -5.67777
H 1.39108 -1.09544 -4.81479
H -0.13157 -1.02645 -3.91879
H 0.80725 -3.41195 -5.57600
H -1.67761 -2.86774 -3.90976
H -1.19995 -4.51418 -4.37588
H -1.57544 -3.31414 -5.60775
H -0.43403 -4.19046 -2.27745
H 0.94431 -4.63471 -0.32707
H 3.97157 -5.27417 0.01031
H 3.00161 -4.08159 0.87991
H 4.45880 -3.57782 0.01302
H 4.40447 -3.37544 -2.47217
H 3.01638 -2.89235 -4.42395
C -2.38242 -2.16281 -1.03010
C -2.44555 -2.36014 0.43815
C -3.63287 -2.72983 1.07828
C -3.60606 -2.98619 2.43405
C -2.40605 -2.87361 3.11788
C -1.27915 -2.44905 2.41331
N -1.31811 -2.19895 1.10789
C 0.01804 -2.20714 3.06666
C 0.26771 -2.49622 4.41173
C 1.49382 -2.13843 4.94129
C 2.45579 -1.57324 4.12230
C 2.15226 -1.40631 2.76646
N 0.95030 -1.68319 2.28845
C 3.13664 -1.00034 1.74765
C 4.50943 -1.01523 1.99592
C 5.37320 -0.74838 0.94588
C 4.84870 -0.50237 -0.30999
C 3.45851 -0.50044 -0.47328
C 2.82382 -0.26273 -1.79844
N 2.64454 -0.72615 0.54199
H -3.17596 -2.71096 -1.52966
H -1.40932 -2.47782 -1.39160
H -2.48439 -1.11143 -1.29524
H -4.54677 -2.80941 0.51076
H -4.50611 -3.27859 2.95583
H -2.37499 -3.08810 4.17383
H -0.46794 -2.97653 5.03500
H 1.70273 -2.31528 5.98649
H 3.40637 -1.27638 4.53659
H 4.90510 -1.25562 2.97116
H 6.44489 -0.76043 1.10032
H 5.49920 -0.32031 -1.15410
H 3.52961 -0.44173 -2.60371
H 2.47225 0.76599 -1.86605
H 1.96309 -0.91616 -1.91833
O -2.85800 0.34414 -2.79965
C -1.96390 1.16744 -2.89456
C -1.94974 2.28539 -3.94599
C -0.77544 3.13890 -3.51448
C -0.11190 2.27390 -2.43529
O 0.97472 2.54091 -1.92806
N -0.86093 1.21632 -2.11815
H -2.90209 2.81267 -3.95966
H -1.79629 1.82734 -4.92436
H -1.09368 4.07718 -3.05667
H -0.06900 3.36342 -4.31191
C 3.70678 2.94814 -0.52795
P 2.21678 2.59654 0.49672
C 1.57307 4.31758 0.52502
C 3.05138 2.62724 2.15815
H 4.24957 3.80243 -0.12295
H 3.37968 3.16624 -1.54019
H 4.36137 2.08096 -0.54099
H 2.37884 5.02881 0.71044
H 0.81472 4.41988 1.29508
H 1.12730 4.51681 -0.44363
H 3.54490 3.57931 2.34734
H 3.78411 1.82357 2.20748
H 2.30361 2.45655 2.93045
C -1.57285 0.80644 3.04357
P -1.82719 1.45652 1.33777
C -3.65956 1.34864 1.25951
C -4.45779 1.79611 2.30952
C -5.82213 1.57928 2.29173
C -6.40834 0.93545 1.21339
C -5.62885 0.55461 0.13534
C -4.25959 0.76091 0.15348
C -1.69923 3.24645 1.65952
C -1.15304 3.79035 2.81660
C -1.09184 5.16348 2.98008
C -1.54032 6.00555 1.97775
C -2.03752 5.47079 0.79776
C -2.12623 4.10066 0.64521
H -0.50201 0.75160 3.23414
H -1.97918 -0.20089 3.07952
H -2.06003 1.41592 3.80242
H -4.01602 2.32202 3.14500
H -6.42824 1.90518 3.12545
H -7.47175 0.74475 1.21643
H -6.08905 0.09173 -0.72366
H -3.65623 0.48411 -0.69752
H -0.76220 3.15389 3.59695
H -0.67731 5.57494 3.89093
H -1.49231 7.07628 2.11182
H -2.34748 6.13110 -0.00042
H -2.52188 3.66814 -0.26475
*
```

Results
Orbital gap in eV: 8.0
Energy relative to the best compared isomer or geometry (same formula, charge and spin) in eV: 0.364
Molecular weight in g mol⁻¹: 792.92
Largest force on an atom in eV Å⁻¹: 1.11
E in eV: -82685.679

---

# 4
Molecular formula: C6H12F6N3O12S2V
Method: DFT, the ωB97M-V functional and the def2-TZVPD basis

Structure (ORCA input):
```
! RIJCOSX wB97M-V def2-TZVPD def2/J DEFGRID3
* xyz 0 3
V -12.02492 2.73618 6.23184
C -9.27472 5.56348 8.36184
F -8.70939 5.99784 9.50056
F -10.14315 6.45178 7.97550
F -8.28043 5.45564 7.45467
S -10.18226 3.90213 8.57349
O -9.48555 3.22221 9.66062
O -11.56750 4.36332 8.67794
N -10.00787 3.12799 7.07131
S -8.73611 2.25325 6.77935
O -7.63384 2.66885 7.56859
O -9.06126 0.89230 6.52413
C -8.52128 2.85551 4.97601
F -9.46977 2.35852 4.18182
F -8.56866 4.18041 4.98508
F -7.34061 2.42777 4.47633
N -12.79522 0.63820 5.21144
O -11.46567 0.91609 5.22876
O -13.60172 1.51504 5.81706
O -13.24048 -0.36650 4.77547
N -11.91109 4.94505 4.82863
O -11.74364 5.09031 6.07907
O -12.22176 3.67289 4.38622
O -11.89252 5.75996 3.94651
C -15.15466 5.37512 6.38674
C -14.99096 3.93529 6.64403
O -13.65134 3.59375 7.25428
H -14.20101 5.75262 5.96094
H -15.21811 5.83487 7.36176
H -15.98272 5.56849 5.71854
H -15.00645 3.38483 5.71205
H -15.72624 3.52402 7.31632
H -13.34510 3.99658 8.09364
C -12.99711 1.29083 10.16932
C -12.92461 0.70095 8.79603
O -11.89028 1.28974 7.88739
H -13.98093 1.01128 10.57940
H -12.93776 2.39062 10.08768
H -12.17048 0.96263 10.79588
H -13.84356 0.95021 8.25792
H -12.80571 -0.38321 8.78277
H -10.99712 0.91045 7.88270
*
```

Results
Orbital gap (spin up / spin down) in eV: 9.3 / 10.6
Molecular weight in g mol⁻¹: 547.24
⟨S²⟩: 2.010
Largest force on an atom in eV Å⁻¹: 4.02
E in eV: -99113.018

---

# 5
Molecular formula: C20H12Cl3N7Pd
Method: DFT, the ωB97M-V functional and the def2-TZVPD basis

Structure (ORCA input):
```
! RIJCOSX wB97M-V def2-TZVPD def2/J DEFGRID3
* xyz 2 3
Pd -9.61122 -5.69450 8.73045
C -10.60915 -2.54477 11.60438
C -10.60830 -3.29078 10.42668
N -10.26800 -4.57979 10.46517
C -9.90786 -5.15211 11.63700
C -9.88477 -4.37769 12.78268
N -10.28280 -3.08015 12.78792
C -9.61666 -6.60177 11.55016
C -9.46369 -7.45594 12.64706
C -9.30725 -8.83090 12.44439
C -9.50602 -9.28560 11.12924
C -9.67814 -8.39510 10.09453
N -9.62140 -7.08783 10.33245
C -9.93138 -8.72810 8.68449
C -9.94722 -9.98988 8.08587
N -10.15128 -10.22515 6.80287
C -10.38529 -9.14397 6.06368
C -10.35969 -7.86138 6.56704
N -10.18743 -7.66115 7.88982
C -9.16437 -9.73372 13.61011
C -8.72913 -11.06915 13.48014
C -8.73537 -11.93553 14.56121
N -9.09885 -11.54696 15.76807
C -9.47059 -10.30143 15.92815
C -9.52063 -9.35859 14.88562
H -10.93750 -1.50333 11.62061
H -10.86841 -2.87465 9.47137
H -9.56774 -4.77095 13.74845
H -9.45368 -7.03458 13.64832
H -9.56721 -10.33474 10.93197
H -9.72605 -10.86637 8.73238
H -10.50742 -9.27860 5.01582
H -10.52137 -7.00455 5.95996
H -8.35286 -11.43032 12.52856
H -8.40567 -12.97689 14.46210
H -9.80325 -10.00992 16.93920
H -9.90021 -8.36906 15.11699
Cl -6.59595 -7.01143 4.06251
C -6.33935 -7.06678 5.78003
Cl -6.43325 -8.74060 6.31988
Cl -4.86068 -6.23509 6.22923
C -7.35431 -6.29033 6.46657
N -8.12387 -5.75528 7.10434
*
```

Results
Orbital gap (spin up / spin down) in eV: 7.0 / 5.2
Energy relative to the best compared isomer or geometry (same formula, charge and spin) in eV: 0.000
Molecular weight in g mol⁻¹: 563.14
⟨S²⟩: 2.006
Largest force on an atom in eV Å⁻¹: 2.00
E in eV: -72394.814

---

# 6
Molecular formula: C3H7NO2
Method: DFT, the ωB97M-V functional and the def2-TZVPD basis

Structure (ORCA input):
```
! RIJCOSX wB97M-V def2-TZVPD def2/J DEFGRID3
* xyz 0 1
C 1.24483 0.35173 -0.89336
C 1.26903 1.21744 0.13219
N -1.42864 -0.45986 -0.95715
C -1.26334 -0.88256 0.22747
O -1.25316 -2.19808 0.45666
O -0.96985 -0.16084 1.31805
H -1.05662 -2.34128 1.39264
H -1.59807 0.53860 -0.99955
H 0.93458 0.63673 -1.88596
H 1.57110 -0.66970 -0.77823
H 1.84214 0.99399 1.02006
H 1.14093 2.27873 -0.05481
H -0.43293 0.69510 1.02198
*
```

Results
Orbital gap in eV: 10.3
Energy relative to the best compared isomer or geometry (same formula, charge and spin) in eV: 2.331
SMILES: N=C(O)O.C=C
Molecular weight in g mol⁻¹: 89.09
Largest force on an atom in eV Å⁻¹: 2.82
E in eV: -8808.198